(1)
Here is C21H46N5O8V as an isolated structure from OMol25. Energies are from ωB97M-V with the def2-TZVPD basis set.

CARTESIAN COORDINATES (ANGSTROEM)
V1 -9.11748 -21.22697 15.02057
C1 -10.94810 -17.71412 13.31340
C2 -9.74081 -18.06902 14.20232
O1 -9.37198 -19.39487 14.18194
H1 -11.78638 -18.32471 13.63279
H2 -10.57280 -17.79718 12.30255
H3 -11.17386 -16.66379 13.52286
H4 -9.91838 -17.57935 15.18378
H5 -8.84391 -17.53358 13.83139
C3 -11.52989 -21.86878 18.42479
C4 -10.76548 -20.66610 17.95584
O2 -9.93709 -20.74012 17.02430
N1 -10.86971 -19.53639 18.65833
C5 -10.11197 -18.33621 18.30394
H6 -12.52152 -21.86785 17.95270
H7 -11.70774 -21.80098 19.49583
H8 -11.05791 -22.77816 18.07155
H9 -11.45811 -19.51033 19.47280
H10 -10.12490 -18.24272 17.21894
H11 -9.09528 -18.35835 18.68829
H12 -10.65762 -17.47211 18.67809
C6 -13.04766 -18.95150 15.97844
C7 -14.25312 -19.85691 15.95526
O3 -14.19310 -21.00180 16.37689
N2 -15.33527 -19.34974 15.29484
C8 -16.65908 -19.92303 15.42956
H13 -13.17847 -17.97362 15.52071
H14 -12.18801 -19.46019 15.53325
H15 -12.67736 -18.83309 17.00089
H16 -15.17690 -18.40529 14.99302
H17 -16.65127 -20.99618 15.25902
H18 -17.28188 -19.47574 14.65702
H19 -17.08461 -19.73060 16.41517
C9 -11.23738 -20.46745 11.43745
C10 -10.21421 -21.52395 11.74269
O4 -10.01870 -21.94997 12.88422
N3 -9.53266 -21.97212 10.67367
C11 -8.71469 -23.16999 10.66201
H20 -10.86837 -19.79149 10.66924
H21 -11.46214 -19.99307 12.38160
H22 -12.10473 -20.97744 11.01414
H23 -9.58918 -21.37265 9.86480
H24 -8.92185 -23.74245 9.76132
H25 -9.02388 -23.75018 11.52924
H26 -7.64655 -22.96749 10.73613
C12 -6.29730 -21.29176 18.31604
C13 -6.55647 -20.44781 17.10292
O5 -7.35947 -20.79927 16.22863
N4 -5.84315 -19.33930 16.95730
C14 -5.86443 -18.49460 15.76178
H27 -7.15307 -21.38779 18.97785
H28 -5.38213 -21.00743 18.82821
H29 -6.12322 -22.29185 17.90859
H30 -5.13171 -19.08447 17.61956
H31 -5.14320 -17.69781 15.90015
H32 -6.86528 -18.13954 15.52387
H33 -5.55037 -19.09093 14.90064
C15 -10.73940 -10.96444 16.30094
C16 -10.72826 -12.47432 16.32658
O6 -9.96021 -13.06181 17.06994
N5 -11.59292 -13.11662 15.49665
C17 -11.81810 -14.54762 15.55895
H34 -10.14786 -10.56729 15.46584
H35 -10.12666 -10.61109 17.12662
H36 -11.73895 -10.54070 16.26560
H37 -11.84814 -12.61797 14.66221
H38 -12.17753 -14.83916 14.57556
H39 -12.64560 -14.77673 16.23897
H40 -10.92024 -15.01343 15.95882
O7 -8.28012 -19.19136 9.08438
C18 -8.53379 -18.12848 9.58110
O8 -9.78784 -17.80669 9.96721
C19 -9.83585 -16.40305 10.31827
C20 -8.40852 -16.00136 10.64265
C21 -7.57274 -16.95056 9.79221
H41 -10.51902 -16.25146 11.14548
H42 -10.26438 -15.94263 9.42561
H43 -8.18778 -16.14648 11.70122
H44 -8.29124 -14.93471 10.45109
H45 -6.70808 -17.39335 10.27769
H46 -7.34005 -16.60202 8.78627

As for the charge: +1. Its lowest unoccupied orbital energy (spin up / spin down) is -2.24 / -2.39 eV. The HOMO energy (spin up / spin down) is -0.3786 / -0.4020 hartree. Its spin multiplicity is 4. Its frontier orbital gap (spin up / spin down) is 0.2962 / 0.3140 hartree.

=====

(2)
Here is C21H46NOP3SSm as an isolated structure from OMol25. Energies are from ωB97M-V with the def2-TZVPD basis set.

CARTESIAN COORDINATES (ANGSTROEM)
Sm1 -0.12185 0.13863 1.04378
P1 2.04031 1.60598 1.90914
P2 -1.94757 2.14126 0.99247
P3 0.59489 1.23163 -1.43364
H1 -0.99329 -2.19892 0.29534
C1 -0.16335 -1.84969 -0.35227
C2 1.09745 -1.76404 0.10645
H2 1.38992 -2.10774 1.11749
C3 2.39733 1.09256 3.60575
C4 1.97217 3.40793 1.98764
C5 3.54875 1.15982 0.99418
C6 -3.42177 1.46077 0.21037
C7 -2.36057 2.50452 2.70138
C8 -1.58196 3.72910 0.23782
C9 1.74376 0.19931 -2.41077
C10 1.32601 2.88547 -1.65119
C11 -0.88021 1.26198 -2.53215
H3 -0.50782 -1.48252 -1.34257
H4 1.96333 -1.36053 -0.46015
H5 2.45633 -0.01059 3.70600
H6 1.61447 1.45285 4.30022
H7 3.37890 1.54788 3.85910
H8 1.12042 3.71668 2.63115
H9 1.83237 3.83714 0.97437
H10 2.93833 3.72443 2.43061
H11 3.67743 0.05843 1.01526
H12 4.37004 1.66419 1.53671
H13 3.49056 1.49317 -0.06218
H14 -4.17078 2.26000 0.37028
H15 -3.72256 0.51345 0.70330
H16 -3.23706 1.26865 -0.86794
H17 -3.17497 3.24712 2.59119
H18 -1.48553 2.94089 3.22873
H19 -2.70755 1.60775 3.25138
H20 -2.50517 4.28781 0.47377
H21 -1.42208 3.62116 -0.85124
H22 -0.68771 4.16914 0.72113
H23 1.84622 0.64318 -3.42182
H24 1.36269 -0.83284 -2.49986
H25 2.73023 0.15936 -1.91296
H26 1.37260 3.09843 -2.73822
H27 2.34629 2.91140 -1.22139
H28 0.71830 3.65906 -1.14945
H29 -0.54959 1.48426 -3.56418
H30 -1.62304 2.01296 -2.20306
H31 -1.37155 0.27102 -2.52538
C12 -0.54231 -2.31559 -6.24417
C13 -1.72105 -2.57322 -6.96854
C14 -1.96719 -3.85416 -7.47066
C15 -1.04266 -4.88618 -7.25914
C16 0.13213 -4.63254 -6.54233
C17 0.38583 -3.35393 -6.03718
S1 -0.18495 -0.74902 -5.57897
H32 -1.30442 -0.09035 -6.00282
H33 -2.42966 -1.75677 -7.12342
H34 -2.88529 -4.04794 -8.02973
H35 -1.23708 -5.88150 -7.65107
H36 0.86226 -5.42609 -6.36956
H37 1.29599 -3.13698 -5.47675
C18 -0.28177 -2.31196 6.12141
N1 0.10178 -1.89223 4.78492
C19 1.29364 -2.51466 4.16616
C20 -0.60261 -0.97911 4.18141
C21 -1.77710 -0.26699 4.73237
O1 -0.22947 -0.65372 2.98003
H38 0.44088 -3.07684 6.41926
H39 -1.29602 -2.71644 6.09758
H40 -0.24815 -1.45299 6.79666
H41 1.51182 -2.10905 3.17782
H42 2.14712 -2.35883 4.83366
H43 1.11926 -3.59115 4.08264
H44 -1.56131 0.80087 4.80815
H45 -2.62207 -0.37687 4.05000
H46 -2.05074 -0.65834 5.72762

As for the charge: +3. Its lowest unoccupied orbital energy (spin up / spin down) is -10.30 / -10.05 eV. The HOMO energy (spin up / spin down) is -0.5018 / -0.5018 hartree. Its spin multiplicity is 6. Its frontier orbital gap (spin up / spin down) is 0.1233 / 0.1324 hartree.

=====

(3)
Here is C21H47O2P3Pd as an isolated structure from OMol25. Energies are from ωB97M-V with the def2-TZVPD basis set.

CARTESIAN COORDINATES (ANGSTROEM)
Pd1 0.37738 0.32839 0.56174
P1 0.51831 -1.78750 -0.35951
P2 2.56606 0.25872 1.64954
P3 -1.91487 0.73850 0.00991
H1 1.82919 2.69384 0.03745
C1 0.75886 2.56910 0.21141
C2 0.28922 2.28392 1.51101
H2 0.99353 2.28608 2.34005
C3 1.18039 -1.51637 -2.04094
C4 1.62467 -3.03201 0.39699
C5 -0.99206 -2.79129 -0.59710
C6 3.24647 1.69925 2.57442
C7 2.98742 -1.05635 2.85700
C8 3.79494 0.11643 0.28876
C9 -2.71992 2.33343 0.43485
C10 -3.17968 -0.39715 0.68239
C11 -2.02265 0.70167 -1.82531
H3 0.06242 2.90599 -0.55749
H4 -0.76695 2.41570 1.73958
H5 1.30777 -2.46231 -2.58337
H6 2.15143 -1.00901 -1.97258
H7 0.50067 -0.86925 -2.61014
H8 1.63823 -3.95767 -0.20003
H9 1.24878 -3.27722 1.40007
H10 2.64835 -2.65235 0.47628
H11 -0.75143 -3.73747 -1.10707
H12 -1.73566 -2.25312 -1.19237
H13 -1.41701 -3.03264 0.38593
H14 4.32240 1.54898 2.73363
H15 2.75407 1.76943 3.55312
H16 3.08562 2.62860 2.02079
H17 4.08051 -1.20213 2.89685
H18 2.50294 -2.00488 2.59649
H19 2.63503 -0.74358 3.85383
H20 4.80657 0.31074 0.67366
H21 3.54998 0.86471 -0.47639
H22 3.76026 -0.88177 -0.16117
H23 -3.66905 2.40902 -0.10914
H24 -2.07497 3.17721 0.17848
H25 -2.93174 2.35512 1.51229
H26 -4.15432 -0.18903 0.21454
H27 -3.25716 -0.22187 1.76781
H28 -2.90574 -1.44260 0.51100
H29 -3.00448 1.07350 -2.15616
H30 -1.87306 -0.31714 -2.20409
H31 -1.23664 1.35067 -2.23718
C12 -0.82515 0.28971 -6.13456
C13 -0.18824 0.60824 -7.36358
C14 -0.01236 1.95628 -7.68046
C15 -0.49666 2.96971 -6.82524
C16 -1.19402 2.62196 -5.65896
C17 -1.40361 1.28401 -5.33015
O1 -0.81551 -0.96952 -5.60739
H32 -0.42894 -1.57669 -6.26494
H33 0.17614 -0.19068 -8.01214
H34 0.50811 2.23304 -8.59951
H35 -0.33707 4.02053 -7.07414
H36 -1.58701 3.39316 -4.98918
H37 -1.96882 0.97466 -4.45133
C18 -1.65077 0.46905 5.07820
C19 -0.32488 0.13386 4.41591
O2 -0.49048 -0.64226 3.21600
C20 -0.97668 -1.96636 3.47101
C21 -0.18727 -2.72971 4.51445
H38 -2.31146 1.04305 4.40303
H39 -1.47035 1.09483 5.96317
H40 -2.15916 -0.44486 5.42344
H41 0.19976 1.04597 4.12258
H42 0.31718 -0.42230 5.11271
H43 -2.03742 -1.88349 3.76688
H44 -0.96117 -2.47525 2.49008
H45 -0.47678 -2.43657 5.51763
H46 -0.40289 -3.79663 4.41313
H47 0.89147 -2.58805 4.40359

As for the charge: +4. As for the energy above the lowest of the compared OMol25 structures with the same formula, charge and spin: 0.0 kJ/mol. Its lowest unoccupied orbital energy (spin up / spin down) is -11.51 / -16.22 eV. The HOMO energy (spin up / spin down) is -0.6853 / -0.7410 hartree. Its spin multiplicity is 5. Its frontier orbital gap (spin up / spin down) is 0.2622 / 0.1448 hartree.

=====

Going through the records in order, we get DFT total energy values of -2647.36729, -3037.00039, -2129.11465 hartree.